No. 1
A structure of composition C9H26CeN6O6P2S. Source: the Open Molecules 2025 dataset; level of theory: ωB97M-V with the def2-TZVPD basis set.

```
! wB97M-V def2-TZVPD RIJCOSX def2/J DEFGRID3
* xyz 1 2
Ce 0.30 0.02 0.68
N 0.64 -1.21 -1.70
C 0.54 -0.14 -2.71
C 1.66 0.86 -2.52
N 1.65 1.49 -1.18
C 0.97 2.80 -1.27
C 0.56 3.41 0.06
N -0.47 2.59 0.72
C 3.03 1.65 -0.67
C 3.73 0.34 -0.37
N 2.97 -0.49 0.59
H 1.47 -1.78 -1.87
H -0.15 -1.84 -1.81
H -0.43 0.33 -2.60
H 0.59 -0.54 -3.73
H 1.61 1.63 -3.30
H 2.61 0.35 -2.67
H 0.07 2.65 -1.88
H 1.61 3.51 -1.81
H 0.21 4.42 -0.15
H 1.41 3.51 0.74
H -1.36 2.69 0.24
H -0.61 2.91 1.67
H 2.99 2.25 0.25
H 3.63 2.23 -1.38
H 4.73 0.57 0.01
H 3.88 -0.24 -1.28
H 3.15 -0.16 1.54
H 3.31 -1.45 0.56
N -4.00 -2.15 1.73
C -2.69 -2.21 0.94
C -2.55 -3.63 0.38
P -1.38 -1.95 2.20
O -1.52 -0.33 2.45
O -1.73 -2.67 3.42
O -0.06 -2.08 1.44
P -2.90 -0.91 -0.41
O -2.68 -1.71 -1.78
O -4.28 -0.42 -0.22
O -1.70 0.03 -0.35
H -4.54 -3.00 1.59
H -4.55 -1.34 1.36
H -3.82 -2.07 2.73
H -2.51 -4.36 1.19
H -1.64 -3.71 -0.20
H -3.39 -3.87 -0.28
H -1.40 -0.14 3.39
H -3.51 -1.93 -2.23
S 3.16 3.10 3.10
C 2.09 1.92 2.82
N 1.32 1.07 2.57
*
```

Frontier orbital gap (spin up / spin down) = 8.493 / 8.505 eV
Maximum force = 2.8 eV/A
E = -2694.76375 a.u.

Mulliken atomic charge list, values in e, 5 entries: 1.105, -0.363, -0.668, -1.050, 1.053



No. 2
A structure of composition C27H20ClF9OPSn. Source: the Open Molecules 2025 dataset; level of theory: ωB97M-V with the def2-TZVPD basis set.

```
! wB97M-V def2-TZVPD RIJCOSX def2/J DEFGRID3
* xyz 1 1
C 2.87 1.23 -0.12
C 2.32 0.95 -1.33
C 1.16 1.81 -1.54
H 2.62 0.16 -2.01
C 1.01 2.64 -0.47
C 2.08 2.32 0.57
H 2.71 3.18 0.79
H 3.72 0.77 0.39
H 0.49 1.77 -2.41
H 0.21 3.34 -0.25
Sn 0.33 0.23 2.11
Cl -1.67 1.54 1.94
P -1.03 -0.88 -0.70
C -1.89 0.10 -2.00
C -2.05 -0.32 -3.33
H -1.60 -1.25 -3.67
C -2.80 0.45 -4.22
H -2.93 0.11 -5.25
C -3.37 1.65 -3.81
H -3.96 2.25 -4.51
C -3.18 2.11 -2.51
H -3.61 3.05 -2.18
C -2.44 1.34 -1.61
H -2.27 1.70 -0.60
C -0.08 -2.19 -1.60
C 0.83 -1.83 -2.61
H 0.91 -0.79 -2.94
C 1.64 -2.79 -3.21
H 2.37 -2.49 -3.96
C 1.52 -4.14 -2.84
H 2.14 -4.89 -3.32
C 0.63 -4.50 -1.83
H 0.55 -5.54 -1.53
C -0.15 -3.54 -1.20
H -0.83 -3.83 -0.40
C -2.37 -1.77 0.18
C -3.59 -2.11 -0.43
H -3.77 -1.81 -1.47
C -4.55 -2.83 0.27
H -5.48 -3.11 -0.22
C -4.34 -3.18 1.61
H -5.10 -3.73 2.16
C -3.15 -2.81 2.25
H -2.98 -3.05 3.30
C -2.18 -2.12 1.54
H -1.26 -1.83 2.06
F 1.96 4.42 2.97
C 2.08 3.55 4.01
F 2.45 4.29 5.10
F 0.84 3.04 4.26
C 3.11 2.49 3.72
O 1.45 1.94 1.75
C 4.39 2.88 3.05
F 5.32 3.37 3.92
F 4.96 1.82 2.40
F 4.18 3.86 2.11
C 3.00 1.11 4.27
F 3.72 0.92 5.41
F 1.69 0.77 4.57
F 3.42 0.17 3.37
*
```

Frontier orbital gap (spin up / spin down) = 6.676 / 3.950 eV
Maximum force = 2.6 eV/A
E = -3030.44345 a.u.

Mulliken atomic charge list, values in e, 5 entries: -1.069, -0.695, -0.455, 0.648, -1.061



No. 3
A cluster of 2 separate species, C3H9OS in total. Source: the Open Molecules 2025 dataset; level of theory: ωB97M-V with the def2-TZVPD basis set.

```
! wB97M-V def2-TZVPD RIJCOSX def2/J DEFGRID3
* xyz -1 1
C 0.28 2.25 -0.81
S 1.79 2.37 0.11
H 0.28 2.98 -1.57
H -0.69 2.34 -0.19
H 0.07 1.28 -1.44
C -0.19 -0.70 0.48
O 0.56 -1.00 1.65
C -0.55 -2.09 -0.10
H 0.36 -0.04 -0.15
H -1.02 -0.03 0.64
H 1.00 -0.21 2.01
H 0.27 -2.51 -0.67
H -1.41 -2.03 -0.80
H -0.74 -2.61 0.84
*
```

Frontier orbital gap = 6.334 eV
Maximum force = 3.0 eV/A
E = -593.11975 a.u.

Mulliken atomic charge list, values in e, 5 entries: -0.850, -0.698, 0.313, 0.160, 0.190



No. 4
The molecule C10H15BO. Source: the Open Molecules 2025 dataset; level of theory: ωB97M-V with the def2-TZVPD basis set.

```
! wB97M-V def2-TZVPD RIJCOSX def2/J DEFGRID3
* xyz 0 1
C -1.54 3.82 -1.01
C -1.11 2.35 -1.06
C -2.01 1.47 -0.23
C -1.48 0.08 -0.06
B -0.11 -0.03 0.70
O 0.34 0.99 1.50
C 0.77 -1.33 0.50
C 1.84 -1.35 -0.38
C 2.60 -2.48 -0.54
C 2.42 -3.59 0.28
C 1.38 -3.57 1.15
C 0.52 -2.46 1.24
H -1.84 4.06 0.02
H -0.70 4.48 -1.25
H -2.36 4.07 -1.68
H -1.06 1.96 -2.07
H -0.08 2.26 -0.67
H -2.15 1.96 0.73
H -2.99 1.51 -0.66
H -2.14 -0.55 0.54
H -1.30 -0.43 -1.01
H 1.20 0.76 1.92
H 2.07 -0.47 -0.94
H 3.48 -2.42 -1.18
H 3.11 -4.40 0.21
H 1.28 -4.36 1.85
H -0.12 -2.34 2.11
*
```

SMILES = CCCCB(O)c1ccccc1
Frontier orbital gap = 9.964 eV
Maximum force = 1.6 eV/A
E = -490.18450 a.u.

Mulliken atomic charge list, values in e, 5 entries: -1.320, -0.086, -0.751, -0.866, 0.597



No. 5
The molecule C17H16N2O3. Source: the Open Molecules 2025 dataset; level of theory: ωB97M-V with the def2-TZVPD basis set.

```
! wB97M-V def2-TZVPD RIJCOSX def2/J DEFGRID3
* xyz 0 1
O -0.50 0.45 -0.52
C 0.66 0.40 -0.19
C 1.18 -0.76 0.68
C 0.03 -1.62 1.10
C -0.77 -1.23 2.17
C -1.86 -1.98 2.55
C -2.17 -3.13 1.83
N -3.30 -3.93 2.22
O -3.96 -3.55 3.16
O -3.53 -4.94 1.58
C -1.39 -3.53 0.75
C -0.30 -2.77 0.39
N 1.60 1.32 -0.56
C 3.01 1.09 -0.30
C 3.91 2.13 -0.97
C 3.43 2.35 -2.40
C 2.07 2.96 -2.29
C 1.68 4.05 -3.04
C 0.45 4.65 -2.85
C -0.39 4.18 -1.85
C -0.01 3.09 -1.08
C 1.21 2.46 -1.31
H 1.90 -1.35 0.10
H 1.69 -0.35 1.55
H -0.53 -0.33 2.72
H -2.49 -1.69 3.37
H -1.65 -4.43 0.21
H 0.31 -3.07 -0.45
H 3.20 1.10 0.78
H 3.29 0.10 -0.69
H 4.94 1.77 -0.94
H 3.87 3.07 -0.43
H 4.11 3.01 -2.95
H 3.39 1.40 -2.93
H 2.35 4.43 -3.80
H 0.15 5.49 -3.45
H -1.34 4.65 -1.67
H -0.67 2.73 -0.31
*
```

SMILES = O=C(Cc1ccc([N+](=O)[O-])cc1)N1CCCc2ccccc21
Frontier orbital gap = 8.263 eV
Maximum force = 1.4 eV/A
E = -992.57864 a.u.

Mulliken atomic charge list, values in e, 5 entries: -0.625, 0.682, -1.093, 0.328, -0.327



Q: Among the records above, which one has the highest maximum force?
A: C3H9OS



Q: What is the formula in the second record?
A: C27H20ClF9OPSn



Q: Among the records above, which one has the highest E?
A: C10H15BO